Record 1
{
  "formula": "C20H20AsCoN6O9S2",
  "method": "ωB97M-V/def2-TZVPD",
  "symbols": ["Co", "O", "C", "O", "C", "C", "C", "C", "C", "C", "O", "N", "O", "O", "N", "O", "O", "H", "H", "N", "C", "C", "C", "C", "C", "C", "S", "O", "O", "N", "C", "N", "C", "C", "C", "N", "H", "H", "H", "H", "H", "H", "H", "H", "H", "C", "As", "C", "C", "S", "H", "H", "H", "H", "H", "H", "H", "H", "H"],
  "coordinates": [[-0.3902, -0.7199, 0.1704], [-3.7291, -2.4482, 1.1487], [-2.6112, -2.0051, 1.3573], [-1.6267, -2.0671, 0.5128], [-2.2891, -1.4657, 2.7379], [-2.9491, -2.0188, 3.7965], [-2.6441, -1.6278, 5.1036], [-1.6875, -0.6792, 5.3511], [-1.0274, -0.0825, 4.2932], [-1.3110, -0.4248, 2.9268], [-0.8062, 0.1722, 1.9342], [-0.0260, 0.9383, 4.6574], [0.0748, 1.2407, 5.8412], [0.6526, 1.4433, 3.7874], [-3.3402, -2.2481, 6.2326], [-3.0114, -1.9351, 7.3658], [-4.2224, -3.0524, 5.9860], [-3.7112, -2.7646, 3.6110], [-1.4486, -0.3886, 6.3605], [2.7036, -0.5837, -7.0746], [2.5401, -0.1702, -5.7514], [3.6423, -0.0840, -4.8953], [3.4905, 0.3767, -3.5997], [2.2307, 0.7545, -3.1440], [1.1314, 0.6868, -3.9895], [1.2850, 0.2227, -5.2847], [2.0139, 1.3997, -1.5191], [3.2986, 1.8416, -1.0505], [0.9570, 2.3759, -1.6404], [1.4153, 0.2245, -0.5759], [2.0956, -0.9487, -0.4053], [1.3748, -1.7934, 0.3676], [1.8335, -3.0202, 0.5609], [3.0327, -3.4410, 0.0263], [3.7206, -2.4992, -0.7243], [3.2801, -1.2692, -0.9517], [3.5240, -1.1283, -7.2720], [1.8773, -0.9093, -7.5443], [4.6248, -0.3705, -5.2604], [4.3357, 0.4563, -2.9302], [0.1592, 0.9917, -3.6216], [0.4261, 0.1701, -5.9479], [1.2185, -3.6669, 1.1766], [3.4071, -4.4415, 0.1837], [4.6797, -2.7460, -1.1724], [-2.1925, 3.5971, -1.5797], [-1.7637, 2.1772, -0.3568], [-0.5014, 2.8916, 0.8961], [-3.3591, 2.0473, 0.7108], [-1.7031, 0.3588, -1.4850], [-2.5450, 4.4673, -1.0314], [-2.9674, 3.2182, -2.2353], [-1.3037, 3.8466, -2.1576], [-1.0974, 3.5366, 1.5396], [0.2637, 3.4428, 0.3636], [-0.0715, 2.0813, 1.4772], [-3.6930, 3.0433, 1.0044], [-3.1396, 1.4526, 1.5966], [-4.1197, 1.5441, 0.1227]],
  "lumo_ev": [2.37, 2.37],
  "s2": 0.76,
  "e_tot_ev": -168567.657,
  "largest_force_ev_per_a": 1.0,
  "orbital_gap_ev": [8.0, 8.0],
  "charge": -1,
  "spin_multiplicity": 2
}

***

Record 2
{
  "formula": "C43H61N9O3Y",
  "method": "ωB97M-V/def2-TZVPD",
  "symbols": ["Y", "C", "C", "N", "C", "C", "N", "C", "C", "N", "H", "H", "H", "H", "H", "H", "H", "H", "H", "H", "H", "H", "H", "H", "H", "C", "C", "C", "C", "C", "C", "C", "C", "C", "C", "C", "C", "N", "C", "O", "C", "C", "C", "C", "C", "N", "C", "O", "N", "C", "C", "C", "C", "C", "C", "C", "C", "C", "C", "C", "C", "H", "H", "H", "H", "H", "H", "H", "H", "H", "H", "H", "H", "H", "H", "H", "H", "H", "H", "H", "H", "H", "H", "H", "H", "H", "H", "H", "H", "H", "H", "H", "H", "H", "H", "H", "H", "H", "N", "C", "H", "N", "C", "C", "C", "C", "C", "N", "H", "H", "H", "H", "H", "H", "O", "H", "H"],
  "coordinates": [[0.5627, 0.3938, -0.4669], [-2.3422, -0.2659, 0.9518], [-2.1639, 1.0771, 1.6464], [-0.8638, 1.6869, 1.2992], [-0.9256, 3.0987, 0.9074], [-1.6209, 3.2665, -0.4290], [-1.1409, 2.2990, -1.4470], [-2.2700, 1.6370, -2.1443], [-2.9510, 0.6337, -1.2367], [-1.9825, -0.1740, -0.4706], [-1.6782, -1.0040, 1.4104], [-3.3728, -0.6167, 1.0861], [-2.9668, 1.7670, 1.3814], [-2.2316, 0.9255, 2.7277], [-0.2616, 1.6100, 2.1129], [-1.4401, 3.7154, 1.6577], [0.1002, 3.4658, 0.8352], [-2.6982, 3.1359, -0.3204], [-1.4724, 4.2920, -0.7755], [-0.6579, 2.8082, -2.1778], [-3.0043, 2.3743, -2.4942], [-1.8729, 1.1336, -3.0198], [-3.6072, 1.1353, -0.5249], [-3.6022, -0.0024, -1.8469], [-1.9337, -1.1102, -0.8648], [-3.1751, -2.7842, 2.9544], [-1.6938, -2.7348, 3.3521], [-1.4149, -3.8923, 4.3173], [-1.3032, -1.4117, 3.9843], [-2.1447, -0.9255, 4.9800], [-1.8935, 0.2650, 5.6290], [-0.7574, 0.9820, 5.3034], [0.1414, 0.5311, 4.3399], [1.4506, 1.2920, 4.1737], [2.5530, 0.5560, 4.9364], [1.3822, 2.7595, 4.5827], [-0.1569, -0.6683, 3.6585], [0.7052, -1.1466, 2.6190], [1.1114, -2.4654, 2.5638], [1.2357, -3.1885, 3.5248], [1.3216, -3.0337, 1.1573], [1.9003, -4.2890, 1.1139], [2.1682, -4.8682, -0.1182], [1.8633, -4.1572, -1.2575], [1.2524, -2.9117, -1.1279], [0.9521, -2.3592, 0.0478], [0.9471, -2.1544, -2.4076], [1.3697, -2.6371, -3.4563], [0.2330, -1.0221, -2.2785], [-0.4026, -0.6228, -3.4974], [0.0526, 0.4832, -4.2334], [-0.6737, 0.9058, -5.3435], [-1.8357, 0.2580, -5.7228], [-2.2554, -0.8541, -5.0158], [-1.5490, -1.3231, -3.9137], [-1.9956, -2.6161, -3.2640], [-3.4795, -2.6447, -2.9054], [-1.6591, -3.7913, -4.1862], [1.3521, 1.1777, -3.8863], [1.4050, 2.6452, -4.3052], [2.5319, 0.4246, -4.5105], [-3.3465, -3.6133, 2.2691], [-3.5250, -1.8676, 2.4790], [-3.8069, -2.9580, 3.8247], [-1.1071, -2.8866, 2.4415], [-2.0517, -3.7864, 5.1964], [-0.3799, -3.9267, 4.6442], [-1.6650, -4.8415, 3.8437], [-3.0236, -1.4953, 5.2427], [-2.5661, 0.6250, 6.3947], [-0.5452, 1.8997, 5.8297], [1.7471, 1.2944, 3.1229], [2.3352, 0.5473, 6.0053], [3.5182, 1.0414, 4.7890], [2.6347, -0.4813, 4.6118], [1.3702, 2.8935, 5.6648], [0.4989, 3.2572, 4.1795], [2.2631, 3.2801, 4.2075], [2.1353, -4.7800, 2.0463], [2.6241, -5.8461, -0.1799], [2.0770, -4.5195, -2.2522], [-0.3338, 1.7538, -5.9190], [-2.3972, 0.6029, -6.5797], [-3.1424, -1.3817, -5.3384], [-1.4315, -2.7485, -2.3360], [-4.1087, -2.5804, -3.7930], [-3.7727, -1.8297, -2.2368], [-3.7228, -3.5817, -2.4066], [-2.2571, -3.7385, -5.0975], [-1.8886, -4.7366, -3.6943], [-0.6082, -3.7876, -4.4652], [1.5064, 1.1303, -2.7903], [0.4923, 3.1932, -4.0518], [2.2611, 3.1395, -3.8452], [1.5246, 2.7455, -5.3838], [2.5139, 0.5524, -5.5939], [2.4579, -0.6474, -4.3233], [3.4844, 0.8055, -4.1403], [2.5771, -0.4453, 1.4292], [1.3214, -0.2965, 1.6324], [3.0460, -1.0848, 2.0892], [1.1744, 4.4326, -1.2922], [2.2859, 3.9668, -0.6110], [3.2547, 4.8894, -0.1936], [4.3751, 4.4356, 0.4544], [4.5088, 3.0692, 0.6730], [3.4935, 2.2399, 0.2561], [2.3660, 2.6528, -0.3616], [0.8735, 3.7882, -2.0122], [1.2840, 5.3632, -1.6696], [3.1143, 5.9375, -0.4096], [5.1410, 5.1303, 0.7711], [5.3704, 2.6506, 1.1682], [3.5430, 1.1818, 0.4646], [2.9111, -0.2623, -1.3977], [3.0290, -0.7175, -2.2418], [3.4256, -0.7194, -0.7201]],
  "lumo_ev": -2.27,
  "e_tot_ev": -66178.016,
  "largest_force_ev_per_a": 0.8,
  "orbital_gap_ev": 8.3,
  "charge": 1
}

***

Record 3
{
  "formula": "C4H8N2O",
  "method": "ωB97M-V/def2-TZVPD",
  "symbols": ["C", "C", "N", "C", "C", "O", "N", "H", "H", "H", "H", "H", "H", "H", "H"],
  "coordinates": [[0.7971, 0.1159, 0.3626], [-0.4210, 0.7244, 0.1840], [1.5322, -0.3721, -0.6446], [-0.7405, -2.2445, -0.0692], [-1.5799, 1.2767, -0.0263], [0.9623, 2.2269, 0.1769], [-1.0797, -1.2729, 0.6375], [0.8356, 2.6618, 1.0317], [1.1457, -0.0602, 1.3701], [2.4867, -0.6251, -0.4479], [1.3629, 0.0005, -1.5667], [-1.3035, -3.1902, -0.0214], [0.1194, -2.2510, -0.7692], [-1.6401, 2.3391, -0.2138], [-2.4771, 0.6709, -0.0036]],
  "lumo_ev": [0.62, 0.62],
  "e_tot_ev": -9299.229,
  "largest_force_ev_per_a": 0.7,
  "orbital_gap_ev": [7.9, 7.9]
}

***

Record 4
{
  "formula": "C3H2NO4",
  "method": "ωB97M-V/def2-TZVPD",
  "symbols": ["C", "C", "C", "N", "O", "O", "O", "O", "H", "H"],
  "coordinates": [[1.3887, 1.1157, -1.0259], [-0.9379, -0.9490, 1.3626], [-0.4653, -0.1800, 0.1981], [-0.1322, 0.1295, -0.9863], [1.0872, 2.2868, -0.9137], [2.3352, 0.4335, -1.2176], [-0.7323, -0.1219, -2.1021], [0.2441, -0.1421, 1.5225], [-1.7922, -0.5769, 1.8064], [-0.9953, -1.9957, 1.3560]],
  "lumo_ev": 3.79,
  "e_tot_ev": -12820.634,
  "largest_force_ev_per_a": 3.2,
  "orbital_gap_ev": 7.9,
  "charge": -1
}

***

Record 5
{
  "formula": "C6H17F4InO2PS",
  "method": "ωB97M-V/def2-TZVPD",
  "symbols": ["F", "C", "F", "C", "F", "F", "In", "P", "S", "H", "H", "H", "H", "H", "C", "C", "O", "H", "H", "H", "H", "H", "H", "C", "C", "O", "H", "H", "H", "H", "H", "H"],
  "coordinates": [[3.8616, 1.5515, -0.2409], [2.5091, 1.6007, -0.0367], [1.9826, 0.4830, -0.6031], [1.8626, 2.8630, -0.6508], [2.8698, 3.7973, -0.7853], [1.4818, 2.5492, -1.9426], [0.1253, 3.6167, 0.5938], [-1.9103, 2.2079, -0.1006], [-1.6285, 0.2435, -0.0059], [2.3099, 1.5497, 1.0310], [-0.1750, 5.3424, 0.4163], [0.4849, 3.1739, 2.2659], [-2.3997, 2.5575, -1.3768], [-2.9662, 2.6117, 0.7474], [-0.6680, -2.0983, -3.2268], [-2.1430, -2.0851, -3.5861], [-2.9683, -2.3616, -2.4621], [-0.3908, -3.0670, -2.8081], [-0.0473, -1.9042, -4.1042], [-0.4509, -1.3356, -2.4760], [-2.3674, -2.8546, -4.3264], [-2.4165, -1.1142, -4.0159], [-2.7750, -1.6780, -1.8102], [0.5317, -2.4786, 3.8017], [0.5485, -1.5109, 2.6296], [0.6742, -0.1635, 3.0714], [-0.2922, -2.2397, 4.4752], [0.4173, -3.5094, 3.4598], [1.4596, -2.4096, 4.3767], [-0.3827, -1.5629, 2.0702], [1.3663, -1.7505, 1.9408], [1.5032, -0.0840, 3.5499]],
  "lumo_ev": 2.87,
  "e_tot_ev": -46760.551,
  "largest_force_ev_per_a": 0.6,
  "orbital_gap_ev": 7.5,
  "charge": -1
}

***

Record 6
{
  "formula": "C22H17N5O5",
  "method": "ωB97M-V/def2-TZVPD",
  "symbols": ["O", "N", "N", "N", "O", "O", "O", "O", "C", "C", "C", "C", "C", "C", "C", "C", "C", "C", "C", "C", "C", "C", "C", "C", "C", "C", "C", "C", "C", "C", "N", "N", "H", "H", "H", "H", "H", "H", "H", "H", "H", "H", "H", "H", "H", "H", "H", "H", "H"],
  "coordinates": [[-5.4772, -0.8563, -2.8389], [3.4184, -5.4671, -3.0686], [-0.7220, 4.0458, 6.6336], [-1.3509, -0.6259, -0.0402], [-4.1532, -2.6194, -3.6665], [-2.8209, 0.8433, 1.0449], [1.3903, 0.2240, -0.8053], [-0.1304, -2.4681, -1.0071], [-4.4029, -1.4445, -2.9095], [3.9252, -4.3078, -2.9846], [-1.0116, 3.1455, 5.7260], [-0.3804, 5.1488, 5.9517], [-0.2865, 4.9217, 4.5930], [-2.5474, 0.0000, 0.0550], [-1.1528, -1.5393, -0.9929], [0.0078, 3.3718, 0.9217], [-1.0518, 2.4711, 0.5282], [3.0975, -0.8150, -1.9770], [-3.5791, -0.2446, -0.8206], [-2.0853, -1.7220, -1.8905], [3.7884, -1.8825, -2.4956], [1.8142, -3.2625, -2.0797], [0.1442, 3.6255, 2.2513], [-1.7027, 2.1186, 2.8378], [-1.8708, 1.7729, 1.4785], [1.9027, -0.9104, -1.4027], [1.1936, -2.1144, -1.4526], [-3.3627, -1.1190, -1.8602], [3.1959, -3.1423, -2.5103], [-0.6992, 3.0349, 3.2161], [5.2496, -4.3717, -3.1697], [-0.6716, 3.6343, 4.4311], [4.0198, -6.2011, -3.4373], [-5.0093, -2.7913, -3.8422], [0.7783, -0.0756, -0.1280], [-1.4895, 2.1898, 6.0336], [-0.2505, 6.1062, 6.3766], [-0.0757, 5.6302, 3.7578], [0.6403, 3.8547, 0.1646], [-1.2062, 2.5062, -0.5440], [3.6023, 0.0679, -1.8246], [-4.5960, 0.1337, -0.7939], [-1.9597, -2.5682, -2.5109], [4.8029, -1.6873, -2.8450], [1.2304, -4.1426, -2.2112], [0.7569, 4.4156, 2.5762], [-2.3406, 1.7923, 3.6089], [5.7130, -5.2356, -2.8745], [5.7154, -3.4401, -3.2022]],
  "lumo_ev": -0.67,
  "e_tot_ev": -40774.494,
  "largest_force_ev_per_a": 5.9,
  "orbital_gap_ev": 7.9
}

***

Record 7
{
  "formula": "C8H14N2O3",
  "method": "ωB97M-V/def2-TZVPD",
  "symbols": ["C", "C", "C", "C", "C", "C", "C", "C", "H", "H", "H", "H", "H", "H", "H", "H", "H", "H", "H", "H", "H", "H", "N", "N", "O", "O", "O"],
  "coordinates": [[-0.4879, 0.5811, -0.0768], [-0.1301, -0.3828, 1.0874], [-1.6773, 1.4745, 0.4149], [-2.9796, 0.7508, -0.1203], [-2.4903, -0.5798, -0.6760], [2.3416, -0.6102, 0.3429], [2.4590, 0.8833, 0.0012], [2.3672, -1.5327, -0.9012], [-1.0710, 0.0656, -1.9096], [0.4106, 1.0204, -0.4494], [-1.7295, 2.4631, 0.0080], [-1.7072, 1.5881, 1.5316], [-3.3358, 1.4465, -0.9192], [-3.8534, 0.6048, 0.4881], [-2.6544, -1.4728, -0.0809], [-3.0298, -0.7860, -1.6152], [1.1319, -1.5339, 1.9351], [3.1963, -0.7309, 0.9262], [2.0778, -1.0506, -1.7981], [3.4086, -1.9787, -1.0888], [1.6841, -2.3759, -0.7391], [2.0338, 1.0990, 1.7641], [-1.0664, -0.3312, -1.0028], [1.1345, -0.8188, 1.1650], [-0.9869, -0.8761, 1.7643], [2.6793, 1.3786, -1.1046], [2.2748, 1.7044, 1.0531]],
  "lumo_ev": 0.52,
  "e_tot_ev": -17645.355,
  "largest_force_ev_per_a": 3.3,
  "orbital_gap_ev": 9.6
}

***

Record 8
{
  "formula": "C3OYb",
  "method": "ωB97M-V/def2-TZVPD",
  "symbols": ["C", "C", "O", "C", "Yb"],
  "coordinates": [[-1.0562, 0.8808, -0.0833], [-0.6053, -0.7747, 0.0814], [-1.8539, -0.2495, -0.0754], [0.4733, -0.0024, -0.0123], [3.0422, 0.1457, 0.0894]],
  "lumo_ev": [-10.65, -12.37],
  "s2": 2.04,
  "e_tot_ev": -36658.831,
  "largest_force_ev_per_a": 5.2,
  "orbital_gap_ev": [6.2, 7.5],
  "charge": 2,
  "spin_multiplicity": 3
}

***

Record 9
{
  "formula": "C3H7N2OS",
  "method": "ωB97M-V/def2-TZVPD",
  "symbols": ["C", "C", "C", "N", "N", "O", "S", "H", "H", "H", "H", "H", "H", "H"],
  "coordinates": [[1.2770, -1.2192, 0.3881], [-1.8512, 0.6709, -0.2119], [2.2017, -0.5529, -0.1412], [-0.6280, 0.5176, 0.1623], [-2.6242, -0.4127, -0.3543], [3.2511, 0.0708, -0.3695], [0.6547, 1.7282, 0.0958], [0.2287, -0.6917, 0.2227], [1.2026, -2.2139, 0.8056], [-2.4418, 1.6136, -0.3813], [-3.6180, -0.3593, -0.3466], [-2.0703, -1.2789, 0.0411], [3.5423, 0.4916, -1.2751], [0.8754, 1.6360, 1.3643]],
  "lumo_ev": [-3.33, -7.84],
  "s2": 2.01,
  "e_tot_ev": -19072.657,
  "largest_force_ev_per_a": 5.9,
  "orbital_gap_ev": [6.9, 5.5],
  "charge": 1,
  "spin_multiplicity": 3
}